Computed, not measured: 17 unconnected molecules or ions with the total composition C44H44Cl64F9N3P at a distorted geometry, with ωB97M-V/def2-TZVPD.

The HOMO-LUMO gap is 0.3430 Eh. Its charge is +1. The largest force on an atom comes out at 2.83 eV Å⁻¹. The calculation puts the HOMO energy at -11.1 eV.

Geometry (Å):
C1 4.863 5.485 -0.697
C2 5.118 3.999 -1.129
C3 4.253 3.039 -0.296
C4 3.856 1.787 -1.115
C5 2.819 0.928 -0.364
C6 1.480 0.556 -1.042
C7 1.978 0.038 -2.429
C8 3.148 -0.971 -2.442
C9 2.878 -2.071 -3.452
F1 2.686 -1.487 -4.672
F2 1.750 -2.763 -3.176
F3 3.920 -2.886 -3.592
N1 0.774 -0.727 -0.539
C10 1.123 -1.318 0.757
F4 1.540 -0.488 1.702
F5 2.160 -2.181 0.465
F6 0.164 -2.083 1.291
C11 -0.650 -0.525 -0.986
P1 -1.855 -2.005 -0.957
C12 -2.812 -1.987 -2.563
C13 -0.814 -3.552 -1.150
C14 -1.127 0.955 -0.702
C15 -2.291 1.138 -1.727
C16 -3.038 2.489 -1.699
C17 -3.523 3.064 -3.045
C18 -3.151 4.578 -3.184
C19 -3.077 2.355 -4.323
N2 -1.754 1.194 0.553
C20 -1.611 0.287 1.689
C21 -2.403 0.950 2.869
C22 0.314 1.638 -1.063
C23 0.594 2.683 0.050
C24 0.841 4.006 -0.152
C25 1.108 4.892 0.889
C26 1.090 4.279 2.113
C27 0.872 2.932 2.253
N3 0.625 2.110 1.253
C28 0.305 2.344 -2.415
F7 1.507 2.906 -2.710
F8 -0.585 3.360 -2.485
F9 -0.005 1.521 -3.455
H1 3.872 5.516 -0.250
H2 4.961 6.119 -1.571
H3 5.586 5.757 0.067
H4 4.989 3.845 -2.201
H5 6.174 3.817 -0.936
H6 4.899 2.647 0.496
H7 3.401 3.505 0.190
H8 3.647 2.091 -2.137
H9 4.781 1.210 -1.164
H10 2.716 1.391 0.614
H11 3.300 -0.001 -0.060
H12 2.276 0.834 -3.096
H13 1.185 -0.443 -3.010
H14 3.416 -1.465 -1.507
H15 4.055 -0.491 -2.801
H16 0.976 -1.520 -1.164
H17 -0.598 -0.439 -2.076
H18 -2.752 -2.978 -3.011
H19 -2.404 -1.296 -3.300
H20 -3.850 -1.787 -2.316
H21 -1.301 -4.303 -0.532
H22 -0.842 -3.932 -2.168
H23 0.197 -3.453 -0.757
H24 -3.030 0.421 -1.357
H25 -2.072 0.761 -2.723
H26 -3.910 2.400 -1.048
H27 -2.432 3.229 -1.178
H28 -4.614 3.067 -3.049
H29 -3.996 5.125 -3.592
H30 -2.803 5.015 -2.251
H31 -2.359 4.644 -3.933
H32 -2.008 2.361 -4.513
H33 -3.617 2.807 -5.155
H34 -3.439 1.327 -4.290
H35 -2.743 1.386 0.534
H36 -0.605 0.198 2.077
H37 -2.092 -0.685 1.571
H38 -3.418 0.570 2.941
H39 -2.396 2.025 2.693
H40 -1.870 0.788 3.804
H41 0.851 4.448 -1.133
H42 1.291 5.938 0.723
H43 1.256 4.880 2.998
H44 0.880 2.506 3.250
C29 -4.169 -2.118 6.116
Cl1 -5.387 -0.979 5.535
Cl2 -4.828 -3.048 7.462
Cl3 -3.712 -3.220 4.811
Cl4 -2.732 -1.222 6.645
C30 5.914 -1.175 2.317
Cl5 6.911 -2.588 2.664
Cl6 5.854 -0.128 3.737
Cl7 6.584 -0.276 0.941
Cl8 4.268 -1.683 1.908
C31 -2.314 -3.068 10.987
Cl9 -2.170 -4.740 10.434
Cl10 -2.277 -1.993 9.586
Cl11 -3.849 -2.864 11.844
Cl12 -0.973 -2.682 12.068
C32 8.792 6.270 -1.869
Cl13 8.564 7.951 -1.378
Cl14 7.494 5.801 -2.977
Cl15 10.349 6.097 -2.680
Cl16 8.753 5.228 -0.439
C33 -6.838 7.139 -4.367
Cl17 -6.458 5.426 -4.606
Cl18 -5.357 8.014 -3.959
Cl19 -7.526 7.800 -5.851
Cl20 -8.002 7.303 -3.050
C34 -3.495 -0.478 -7.298
Cl21 -3.597 -2.208 -7.643
Cl22 -3.137 0.400 -8.783
Cl23 -5.038 0.082 -6.638
Cl24 -2.207 -0.189 -6.114
C35 -2.870 -6.651 2.741
Cl25 -4.606 -6.959 2.815
Cl26 -2.082 -7.909 1.782
Cl27 -2.582 -5.075 1.980
Cl28 -2.199 -6.645 4.374
C36 -4.497 0.621 -12.471
Cl29 -5.413 1.893 -13.278
Cl30 -5.432 0.003 -11.103
Cl31 -4.185 -0.692 -13.609
Cl32 -2.953 1.279 -11.895
C37 1.469 -7.911 -1.261
Cl33 2.175 -9.474 -1.656
Cl34 2.735 -6.723 -0.856
Cl35 0.544 -7.320 -2.648
Cl36 0.394 -8.091 0.133
C38 11.057 -1.840 2.590
Cl37 12.079 -0.487 3.084
Cl38 11.877 -2.773 1.335
Cl39 10.737 -2.879 3.985
Cl40 9.522 -1.226 1.959
C39 -8.949 2.072 -15.341
Cl41 -8.085 0.667 -14.709
Cl42 -9.143 3.267 -14.051
Cl43 -8.022 2.783 -16.666
Cl44 -10.539 1.577 -15.930
C40 -5.011 -7.839 10.512
Cl45 -4.640 -6.231 11.142
Cl46 -6.704 -8.234 10.834
Cl47 -4.724 -7.860 8.765
Cl48 -3.968 -9.031 11.294
C41 6.529 -9.396 -1.666
Cl49 6.016 -10.806 -0.733
Cl50 6.705 -9.846 -3.366
Cl51 5.307 -8.124 -1.517
Cl52 8.076 -8.809 -1.047
C42 4.619 0.452 7.849
Cl53 5.707 -0.903 8.155
Cl54 4.499 1.457 9.292
Cl55 5.252 1.413 6.501
Cl56 3.014 -0.164 7.431
C43 1.682 0.200 11.820
Cl57 2.287 -1.398 11.365
Cl58 3.055 1.257 12.160
Cl59 0.734 0.871 10.486
Cl60 0.660 0.064 13.253
C44 -7.635 2.053 6.955
Cl61 -8.268 0.704 7.902
Cl62 -7.596 1.601 5.244
Cl63 -8.673 3.465 7.165
Cl64 -5.997 2.436 7.497